Entry from OMol25: a molecular structure, C32H50N9O7P2S2Ti (ωB97M-V/def2-TZVPD).

The calculation puts the highest occupied orbital energy at -15.603 eV. As for the charge: +3. The value obtained for the HOMO-LUMO gap is 0.2432 Eh. Its maximum force is 0.660 eV/A. Its energy above the lowest of the compared OMol25 structures with the same formula, charge and spin is 0.0 kcal/mol.

Geometry (Å):
Ti 0.53 0.23 -0.43
C 4.55 1.64 2.18
C 3.77 0.37 1.83
O 4.35 -0.75 2.51
P 2.05 0.48 2.52
O 1.82 1.79 3.35
O 1.97 -0.67 3.57
O 0.92 0.48 1.49
P 3.85 -0.03 0.01
O 4.87 1.00 -0.63
O 4.26 -1.45 -0.08
O 2.49 0.34 -0.60
H 4.53 1.83 3.25
H 4.16 2.50 1.65
H 5.59 1.49 1.89
H 4.54 -1.43 1.83
H 2.14 1.76 4.27
H 2.77 -1.23 3.52
H 5.71 0.61 -0.90
C -1.15 3.44 -2.01
N -1.49 3.59 -0.59
C -2.24 4.83 -0.34
C -1.41 2.57 0.26
N -1.19 1.28 -0.25
C -2.39 0.78 -0.84
C -3.57 1.50 -1.05
C -4.65 0.89 -1.66
C -4.57 -0.43 -2.08
C -3.42 -1.16 -1.84
C -2.33 -0.56 -1.19
N -1.13 -1.24 -0.85
C -1.40 -2.58 -0.57
N -2.45 -2.90 0.20
C -3.29 -4.08 -0.07
C -3.05 -1.99 1.16
N -0.66 -3.59 -1.07
C -0.52 -4.87 -0.36
C 0.01 -3.57 -2.37
N -1.60 2.69 1.57
C -1.89 1.53 2.42
C -1.64 3.93 2.35
H -2.07 3.48 -2.60
H -0.65 2.50 -2.19
H -0.50 4.26 -2.30
H -2.77 5.08 -1.25
H -1.58 5.66 -0.10
H -2.97 4.70 0.45
H -3.67 2.53 -0.75
H -5.56 1.46 -1.82
H -5.41 -0.90 -2.58
H -3.36 -2.19 -2.16
H -3.01 -4.54 -1.01
H -4.32 -3.74 -0.14
H -3.21 -4.81 0.73
H -2.38 -1.16 1.36
H -3.22 -2.54 2.09
H -4.00 -1.61 0.79
H 0.54 -5.13 -0.35
H -1.06 -5.67 -0.87
H -0.86 -4.78 0.66
H 0.28 -2.55 -2.66
H -0.62 -4.01 -3.14
H 0.93 -4.16 -2.29
H -2.94 1.54 2.71
H -1.28 1.59 3.32
H -1.65 0.61 1.90
H -2.65 4.18 2.64
H -1.20 4.76 1.81
H -1.05 3.77 3.25
C -1.03 -0.90 -4.04
C 0.19 -0.07 -3.82
N 0.61 0.54 -2.72
C 1.60 1.48 -3.05
C 1.98 1.47 -4.35
S 1.06 0.34 -5.22
C 2.00 2.48 -2.08
C 2.89 3.47 -2.29
S 2.98 4.47 -0.92
C 1.82 3.50 -0.12
N 1.38 2.49 -0.84
C 1.42 3.89 1.26
H -1.32 -1.44 -3.15
H -0.87 -1.60 -4.86
H -1.86 -0.24 -4.31
H 2.71 2.10 -4.83
H 3.47 3.67 -3.18
H 2.29 3.94 1.91
H 0.73 3.17 1.67
H 0.97 4.88 1.25
N 1.36 -1.86 -0.09
C 1.31 -2.62 1.16
C 2.35 -3.50 1.45
C 2.29 -4.28 2.59
C 1.19 -4.20 3.44
C 0.17 -3.31 3.15
C 0.23 -2.51 2.02
H 0.88 -2.43 -0.78
H 2.34 -1.85 -0.38
H 3.20 -3.58 0.77
H 3.10 -4.97 2.82
H 1.15 -4.81 4.33
H -0.68 -3.22 3.83
H -0.54 -1.78 1.83

These are the Mulliken partial charges, in e, on atoms 1 to 5:
1. Ti -0.680
2. C -1.503
3. C 1.339
4. O -0.713
5. P 0.828